87
Properties=species:S:1:pos:R:3 method="wB97M-V/def2-TZVPD" total_charge=+3 homo_energy_ev=-15.4 gap_ha=0.2889 spin_multiplicity=1
C -10.63595 1.70320 6.56971
C -15.53117 9.64020 12.80444
H -20.33729 10.32143 12.35735
H -11.19541 1.46428 3.17420
C -17.65324 5.26236 12.40192
F -22.05953 9.08173 17.05843
F -11.42276 7.87209 11.92254
H -16.24450 10.23181 13.42473
C -14.02759 8.14191 11.05365
C -20.74303 9.55018 14.35824
H -21.74906 10.03039 14.51544
H -18.92424 4.87467 7.36477
C -21.27753 8.19540 16.37776
H -20.51851 4.52226 8.95507
C -18.74022 9.07636 13.11239
F -11.47055 9.87699 11.03039
N -17.86324 6.15504 8.56105
H -18.78822 7.63330 16.07207
H -17.85692 5.96380 6.44167
C -21.24369 5.08185 9.59437
H -8.64315 2.13150 6.25060
H -9.93716 -1.61709 4.86344
H -15.81480 7.34286 10.32334
H -9.69799 2.87186 4.31363
C -16.15623 8.72396 11.90781
C -10.24799 -0.85986 5.54883
C -18.56759 11.49453 8.54376
H -17.45289 7.68104 14.16897
C -18.56284 5.93326 7.30378
H -8.74763 -0.29508 6.96251
N -9.35658 1.44543 5.85991
H -10.47330 1.31993 7.60396
C -19.03505 8.19946 15.24378
C -9.43177 1.78511 4.40655
F -11.57012 9.68363 13.15312
C -11.73777 0.93601 5.80787
H -10.86159 -1.21134 6.36555
C -10.48108 0.85867 3.78455
H -16.33398 4.24132 13.77908
F -17.86277 14.88118 8.97973
C -11.91866 9.08845 12.02123
C -18.22321 10.37414 10.63548
C -18.35546 10.31159 9.25140
H -21.03193 5.72400 11.47280
In -18.94374 6.91025 10.08852
C -15.34409 8.02724 11.04066
H -12.36420 1.72065 5.34148
H -8.19048 -0.16568 5.27233
H -20.73763 8.16751 8.48074
H -22.12627 4.53615 9.83461
N -16.92877 4.71226 13.13140
H -13.45436 7.46663 10.42358
F -20.79417 7.33282 17.24917
N -20.40470 5.43654 10.75976
C -18.23664 12.73186 10.62953
N -20.45602 7.17850 8.48011
H -19.19681 7.92446 6.94570
F -19.96345 14.37268 8.71152
C -20.34272 8.76502 15.31770
C -9.02676 -0.03366 5.95758
C -18.14088 11.55937 11.33477
C -20.04153 9.71166 13.21165
H -18.46493 9.33266 8.78061
N -11.15614 0.07569 4.84217
H -10.76535 2.78326 6.67423
C -21.67696 6.31331 8.72286
C -19.73075 6.97301 7.18117
H -12.32139 0.37355 6.45731
C -18.27717 8.36359 14.14733
H -18.23831 13.73969 11.12875
C -14.16935 9.75845 12.91998
P -17.94172 8.87230 11.56447
H -19.97966 4.56125 11.08121
H -22.07768 5.94098 7.77266
F -18.59219 13.79783 7.12893
H -22.42229 7.01672 9.15958
H -18.85681 11.47987 7.49890
C -18.68893 13.94931 8.45650
C -13.39873 8.95607 11.98438
H -10.11138 0.11084 3.07856
H -20.46451 6.79091 6.40569
H -13.71386 10.37263 13.69278
F -22.19658 7.39850 15.73559
C -18.50383 12.68275 9.24646
H -8.44621 1.77282 3.97833
H -17.91265 11.55936 12.42039
H -16.97119 5.63724 8.55544

87
Properties=species:S:1:pos:R:3 method="wB97M-V/def2-TZVPD" e_above_lowest_kj_mol=13.57 total_charge=-1 homo_energy_ev=-4.6 gap_ha=0.2589 spin_multiplicity=1
H -5.39327 3.70306 -1.31105
H 4.97070 4.26866 -2.21732
H -5.92426 -3.39438 -5.64295
H 0.86300 2.84928 2.61063
H -3.67442 -4.40228 -0.84722
C 0.59045 3.94837 5.05978
O -0.15315 0.20176 -2.32752
H 0.34491 -0.74366 -4.09498
C -4.95805 2.72344 -1.10502
H -5.50423 -4.92959 -5.12054
Lu -0.19485 0.16531 -0.30732
C 2.83976 1.86113 -1.09529
H 4.69051 1.80838 -2.17651
C -2.84411 2.24909 2.54891
H 3.64940 4.83992 3.93778
H -2.22445 1.38108 2.37157
C 2.88816 -0.45264 -2.24503
O -1.88428 1.61079 0.06066
C -4.12988 4.01011 1.40741
H -2.24555 2.99866 3.07690
C 3.12010 4.61954 -1.14592
C 4.10033 3.82348 -1.75142
H 2.52173 3.38806 2.32265
H 3.81391 -1.02400 -2.12067
C 0.70332 -4.60281 -0.57653
N 2.56632 0.47770 1.23881
C 1.08359 -3.27618 -0.51822
H -3.69020 1.96335 3.18182
H -4.78351 -0.49327 -2.13166
H -1.05661 -5.84467 -0.56031
O -4.02498 -0.31057 0.12184
C -5.28902 -2.08934 -3.48337
C -0.26079 0.07774 -3.70023
N 0.21540 -2.30011 -0.38422
C 0.49025 4.79793 6.15312
C 1.73061 0.48130 2.21977
C 2.66685 0.40375 -1.03117
O -3.76167 -2.53783 1.17217
C -2.80790 2.46451 -2.28845
H -5.37926 2.33021 -0.18214
H 2.12500 -2.97085 -0.56406
S 2.40898 1.37690 3.64373
O 0.73481 2.13734 -0.02615
H -1.74103 2.62426 -2.18400
N -1.56493 -3.86441 -0.36987
C -4.74517 -1.55638 -2.32607
C 2.00184 4.05934 -0.55491
H -4.63840 -5.36542 -2.92015
H -4.20241 4.52093 0.45365
H -5.74981 -1.43563 -4.21938
C 2.66858 5.68200 5.66031
H -1.28759 -0.12222 -4.01072
N -1.88404 -1.48880 -0.16358
H 0.05917 0.98240 -4.22397
H 1.45683 6.33422 7.31234
C 1.72509 3.95774 4.24761
S -3.47571 -1.64350 0.08735
C -4.12111 -3.76096 -1.59645
H -3.19429 3.12532 -3.06574
H -0.39943 4.77683 6.77322
H -3.64587 4.68562 2.11593
C -0.66156 -4.83028 -0.50408
H 1.42410 -5.40227 -0.67625
H 2.06170 -1.15707 -2.36214
C 3.93565 2.44981 -1.72592
N 2.32406 -0.20897 0.04944
C -2.86697 2.34049 0.11046
N -3.33526 2.80590 1.29120
C 1.53186 5.67055 6.45818
H -5.25873 2.05128 -1.90858
C -5.24928 -3.46538 -3.71288
H -2.95632 1.42295 -2.59161
S 0.09481 -0.08973 2.33836
H -0.20994 3.24991 4.82928
C 1.83286 3.01772 3.07937
C 1.81108 2.65959 -0.52660
H 1.23559 4.67766 -0.09682
C -4.66590 -4.29112 -2.75307
C -1.09658 -2.60517 -0.29799
N -3.49767 2.77198 -1.03688
C -4.14787 -2.38282 -1.37964
H 2.95737 0.15377 -3.14795
N -5.83379 -4.01679 -4.85976
C 2.76135 4.82980 4.56342
H 3.48655 6.35504 5.89134
H -5.13671 3.79724 1.77701
H 3.23212 5.69803 -1.14884

80
Properties=species:S:1:pos:R:3 method="wB97M-V/def2-TZVPD" e_above_lowest_kj_mol=0.00 homo_energy_ev=-6.4 gap_ha=0.2425 spin_multiplicity=1
C -1.07551 -3.25237 3.70265
H 1.95331 -7.04150 -1.40759
H 3.92301 1.51883 2.46245
C -0.05557 -0.79046 -5.13363
H -0.26918 -6.60341 -0.57659
H 0.79363 4.57550 0.14194
C 1.82666 2.75286 0.14993
H -3.42377 6.04592 0.12865
C 0.08086 0.50313 -7.28840
H 2.08008 5.28435 2.41296
H -0.49381 -0.27870 -7.75509
C 3.47686 -0.81306 1.66531
H -4.62739 4.80950 -0.23506
N -1.39340 -0.87589 -5.16062
H -3.62626 1.71425 1.89184
H 3.01506 -1.45933 5.02579
H 5.08355 -1.63923 0.49855
Sn 0.07847 0.44231 -1.87443
P 2.89762 0.17163 0.24980
H -4.82989 1.05445 -0.02141
H 4.85000 -2.96236 4.59658
H 0.97545 0.66931 -7.91212
C 1.28198 -0.45716 -0.27027
H -3.84540 2.35215 -0.70317
H -1.96624 0.83699 -6.12413
C -0.75337 -0.70779 2.48232
C 2.07830 4.28443 1.93095
H 1.57922 2.51889 -0.87558
C -0.18666 -1.87002 1.93838
H -6.10369 5.47474 1.55090
C 1.49936 3.96650 0.71097
S 4.25043 0.22291 -1.20559
C 3.13170 2.14831 2.08530
H -0.65475 0.25490 2.01416
C 1.66321 -5.99453 -1.13091
H -5.47542 7.00561 1.08763
C 2.60192 1.79369 0.87433
S -1.46987 -1.36026 -0.85586
H -1.78962 -1.42018 -4.43935
H 0.23378 -4.03583 2.15327
C -2.36975 -0.18414 -6.05851
C 0.87627 -3.37498 -0.41212
C -0.28060 -3.15499 2.59645
O -2.02257 3.81091 0.61924
H 1.58898 0.24377 -5.67001
C -1.55394 -0.82807 3.61446
H -5.50917 2.67083 -0.39287
H -2.26316 -2.19143 5.15464
H -1.92390 0.07422 4.13445
C 3.36773 -1.54619 3.99039
H -3.32195 -0.20491 -5.56433
C 2.85438 -0.79130 2.92416
S 0.75023 -1.43813 -3.68114
C -4.29002 2.49118 1.41846
H 3.17369 3.63177 3.61581
C -4.14468 5.37765 0.53603
C -1.72606 -2.07370 4.21799
H 3.55268 -5.05831 -1.58246
C 2.54712 -4.88723 -1.22492
H 2.85422 -2.72848 -0.93886
H -1.04917 -4.18966 4.22390
C 0.38546 -5.76140 -0.69042
P 0.26683 -1.79130 0.24807
H 5.89771 -3.11381 2.24978
C 4.50735 -2.31165 3.79578
N 0.65259 -0.05552 -5.98465
H -4.75598 6.13969 2.41830
C -5.17904 6.00293 1.43478
H 2.06998 -0.06260 3.11990
C 2.15790 -3.58960 -0.87935
S -3.20281 4.04410 1.49949
H -0.95830 -4.35124 0.22750
C 4.55743 -1.66868 1.48949
C 5.09526 -2.41154 2.52885
C -0.02207 -4.47610 -0.30409
C -4.63702 2.13014 0.00426
H -0.40029 1.48387 -7.18519
H -2.51593 -0.72283 -7.01185
C 2.79604 3.33530 2.66636
H -5.14007 2.69230 2.06737

88
Properties=species:S:1:pos:R:3 method="wB97M-V/def2-TZVPD" e_above_lowest_kj_mol=0.00 total_charge=-1 homo_energy_ev=-6.5 gap_ha=0.3138 spin_multiplicity=1
C 1.36889 -2.40711 -6.23188
H 2.55935 3.18717 -2.70379
C -0.46280 2.77256 -1.78296
C 0.48608 0.09647 3.29499
C -2.68385 1.80690 -2.99829
C 3.30068 5.79711 -4.71628
C 2.43626 -0.90322 -0.23534
H 1.19335 -1.45273 -1.88077
N 4.38773 1.06681 -0.10140
C -3.34733 0.84364 6.93357
H 2.86382 -0.33626 3.32803
H -6.96837 -5.59131 4.61206
C 2.49431 3.90355 -3.51160
H 3.63351 -4.43257 -5.11730
H 0.72080 3.04301 -4.37201
C 3.42890 4.91390 -3.65397
H -0.62891 1.82631 2.84450
H -2.48677 1.21148 7.48251
O 2.22110 1.97165 0.93979
H -6.18392 -0.94903 7.27569
Br 0.54534 -3.03168 -0.10930
C 1.72676 -2.24838 -7.56279
H 0.27856 0.80224 -2.14955
O 2.52412 1.12411 -1.80731
H 3.15626 -2.82415 -9.06063
N 1.33106 4.66076 -5.47266
C -4.15354 -3.75644 4.33333
C -0.55968 1.47630 -2.26466
H -4.40585 0.96906 3.87830
C -5.17359 -3.90241 2.30905
C -4.32922 0.09918 7.57122
C -0.82451 0.85545 3.29059
H -5.07388 -4.74351 6.00412
H 1.62575 -0.30622 0.17085
N -1.64659 0.98346 -2.86014
H 2.10508 6.29874 -6.43363
N -3.38165 1.15240 5.64042
C -5.40119 -0.35597 6.81929
C 3.54929 -3.72737 -7.15017
C -4.41592 0.71187 4.93171
H -5.15275 -3.63393 1.25849
O 4.35400 -0.46356 -1.99158
H -1.51546 4.63225 -1.57120
C 2.69709 0.49557 4.01717
H 2.30603 -3.82722 -2.14443
O -1.76323 0.20312 2.43919
H -7.00486 -5.01705 2.18108
H -4.24878 -0.12371 8.62660
S 3.48335 0.28971 -1.13689
S 3.65751 2.08678 0.89945
C 2.23925 5.62699 -5.59096
C -5.44677 -0.04385 5.47087
H -3.56252 3.74327 -2.70155
H -6.25812 -0.38522 4.84255
H -1.21641 0.96089 4.29784
H 1.14695 -1.60664 -8.21170
O 1.34073 0.64886 4.27911
H -3.31779 -3.36425 4.90301
C 2.79492 -2.90638 -1.85394
H 0.30400 -0.96254 3.51792
Br 3.38471 -1.66221 1.27287
H 4.00949 6.60105 -4.86616
H 3.65059 -3.10904 -1.21784
H 4.99689 2.29289 2.82898
H 3.17902 -2.40522 -2.73529
H 4.24398 5.00754 -2.94774
N -4.16195 -3.44577 3.04085
H 4.42917 -4.26925 -7.46905
H 0.50765 -1.88881 -5.82458
C -6.20553 -4.67429 2.82370
C 1.83756 -1.95330 -1.16694
H 4.65885 0.57866 2.50320
C 3.10567 -3.81820 -5.83922
O 4.21789 3.39916 0.72650
C -2.68795 3.12210 -2.55967
C 2.84148 -2.92460 -8.02963
C -5.13361 -4.52269 4.94714
O 3.17523 1.68753 3.46922
C -6.18226 -4.99060 4.17237
H 0.44612 3.09925 -1.29609
C -1.55087 3.61295 -1.93457
H 3.18643 0.26729 4.96767
N 2.03704 -3.17671 -5.37783
H 0.92528 0.17562 2.29877
H -3.55745 1.38610 -3.48671
C 4.22634 1.57512 2.56411
H -1.69539 -0.74617 2.56598
C 1.46904 3.82273 -4.44464

82
Properties=species:S:1:pos:R:3 method="wB97M-V/def2-TZVPD" e_above_lowest_kj_mol=0.00 total_charge=+1 homo_energy_ev="-10.0 / -10.0" s2=0.75 gap_ha="0.2471 / 0.2472" spin_multiplicity=2
H -2.21053 -2.22962 3.68410
O -1.21680 2.51624 3.84855
C -0.64926 -3.33239 4.84292
C -0.58812 -0.43240 -3.14449
C -1.91004 -0.92709 -6.45225
H 2.74985 2.43713 -2.38620
C 0.29059 -1.15775 -2.26429
H -1.78658 3.81575 1.90923
H 1.45778 -1.04605 -0.51768
C -2.57947 -0.55732 -7.59940
H 4.11126 3.89644 1.26992
H 3.17508 4.15380 -2.52778
C 3.42605 4.21097 0.44294
C -2.53700 -1.49824 -8.60663
C 2.68287 1.29801 5.02833
C -1.92199 -2.74643 -8.48531
H 0.87333 2.49638 5.47737
H 1.64397 -5.25707 3.16456
N 0.55522 0.81314 -0.94810
Cu 1.31201 1.80963 0.66631
H -6.14730 2.00767 1.71469
H 4.28197 -0.02656 4.27392
H 5.48930 3.80079 -1.16674
H 0.60828 -2.17443 -2.48387
H -1.24439 -3.41058 5.76535
C -1.38269 -2.22110 -6.26406
C -3.44349 -0.15445 1.49271
H -0.04301 -2.41088 4.90597
C -4.80403 0.21115 1.39925
C 3.47257 3.10906 -0.60680
H 3.51577 0.33158 1.88309
N -2.51747 0.76165 1.43305
H -0.33459 2.53543 -1.54411
H -2.40311 -4.01220 3.73603
H -1.82956 -3.38469 -9.38135
C 0.84112 -0.48134 -1.21228
C -1.02534 -0.90734 -4.47268
H -3.02869 0.40848 -7.73035
H 3.80609 5.14736 0.01808
H 4.97937 2.23032 -1.95713
H -0.73271 -5.35034 2.32703
H 1.61918 3.65370 -1.65722
C -4.07655 2.52017 1.47715
C -1.58809 2.95425 1.22988
O 3.04260 1.86261 -0.02335
N -0.36035 2.35792 1.64992
C 4.94312 2.83284 -1.01876
C 2.97270 0.77181 2.70914
H -4.32956 3.57317 1.49553
C -1.32595 -3.13689 -7.25509
C 3.40968 0.63286 4.03119
H -1.47035 3.31686 0.19272
H -3.07687 -1.14898 1.73795
C 1.52125 2.03213 4.71899
H 1.62800 -3.47342 3.29419
N -1.69621 -0.12263 -5.34976
H 2.40834 4.37620 0.83159
C -5.12667 1.60918 1.53104
H 3.04342 1.21164 6.04962
C -0.28756 2.31207 3.03072
C -1.66968 -3.21430 3.67515
H -0.74983 -4.05166 -7.09267
C -0.25833 1.49030 -1.76236
C -2.76081 2.03053 1.44441
N 0.28388 -4.45327 4.66089
C 1.04737 1.88489 3.41676
H -2.95727 -1.19134 -9.57877
N -1.06985 -3.31192 2.36536
H 0.32565 -4.38610 1.19700
H 5.41050 2.26264 -0.20806
H -0.18744 -5.35881 4.71212
N -0.75081 -2.14292 -5.00103
C 2.66227 3.39938 -1.85803
C -0.14328 -4.40000 2.20438
H -0.74530 -2.45148 1.94631
H -0.46586 -2.97066 -4.45063
H 0.98522 -4.42898 5.41243
H -1.52351 1.44938 -3.53538
H -5.59046 -0.50996 1.42153
N 1.82404 1.40684 2.41296
C 0.96712 -4.38316 3.28970
C -0.82004 0.92245 -2.87943

| no. | M (g/mol) |
| --- | --- |
| 1 | 823.47 |
| 2 | 885.88 |
| 3 | 775.60 |
| 4 | 843.64 |
| 5 | 631.26 |